Here is a molecular structure, C43H49BrN7O3PPtS in a non-equilibrium geometry from the Open Molecules 2025 dataset. Energies are from the ωB97M-V functional and the def2-TZVPD basis.

The molar mass is 1049.93 Da. The value obtained for the calculated total energy is -5709.32120 hartree. The calculation puts the energy above the lowest of the compared OMol25 structures with the same formula, charge and spin at 0.0 kcal per mole.

The geometry in ORCA input format:
```
! wB97M-V def2-TZVPD RIJCOSX def2/J DEFGRID3
* xyz 2 5
Pt 0.31652 -0.00935 -0.65007
N -1.74218 1.60490 -0.95752
C -3.02493 1.06183 -0.63822
C -4.12253 1.87428 -0.37427
C -5.35525 1.29856 -0.11175
C -5.50420 -0.08587 -0.12885
C -4.40314 -0.89004 -0.36575
C -3.14815 -0.31983 -0.58662
P -1.65877 -1.34525 -0.79196
C -1.83228 -2.64728 0.46753
C -1.41496 -3.95999 0.24934
C -1.52989 -4.91464 1.25297
C -2.05161 -4.56547 2.48917
C -2.45206 -3.25479 2.72318
C -2.34201 -2.30253 1.72093
C -1.92090 -2.10044 -2.42720
C -1.51201 -1.33691 -3.52337
C -1.78382 -1.75227 -4.81865
C -2.46053 -2.94613 -5.03415
C -2.89033 -3.70158 -3.95189
C -2.63360 -3.27867 -2.65316
H -1.53310 1.58067 -1.95342
H -1.63549 2.57264 -0.67054
H -4.01773 2.95387 -0.40671
H -6.21110 1.93283 0.08296
H -6.47376 -0.53182 0.05241
H -4.51138 -1.96890 -0.34481
H -0.99901 -4.24911 -0.70842
H -1.22198 -5.93605 1.06218
H -2.15454 -5.31212 3.26694
H -2.87162 -2.98242 3.68489
H -2.67605 -1.29009 1.90000
H -1.00414 -0.38981 -3.35483
H -1.48595 -1.13823 -5.66016
H -2.67106 -3.27647 -6.04378
H -3.44808 -4.61446 -4.11644
H -3.02306 -3.85757 -1.82669
Br 7.09730 -0.41392 0.00902
C 5.23284 -0.28734 -0.19102
C 4.69935 0.18235 -1.37929
C 3.31820 0.29535 -1.51508
C 2.45705 -0.08325 -0.48775
C 3.02423 -0.53368 0.70072
C 4.40401 -0.63715 0.86023
H 5.35742 0.48534 -2.18491
H 2.93369 0.70426 -2.44300
H 2.39736 -0.81924 1.54175
H 4.82945 -0.98101 1.79522
C -3.17727 1.37975 3.46951
C -1.65412 1.33417 3.54339
C -1.18018 0.23119 4.47889
C -1.09138 2.69150 3.96913
N -1.15593 1.06985 2.15198
N 0.03520 0.53918 1.89892
H -3.57891 1.75372 4.41182
H -3.60311 0.39166 3.28571
H -3.51104 2.05259 2.67339
H -1.66277 0.36598 5.44623
H -0.10141 0.27067 4.65165
H -1.45573 -0.76032 4.10769
H -1.36633 2.88213 5.00765
H -1.51008 3.49548 3.35672
H -0.00288 2.71600 3.88387
H -1.34639 1.80854 1.48232
H 0.27224 -0.16603 2.59121
H 0.81815 1.28231 1.72031
C -0.38827 5.30077 0.53413
C 1.06004 5.32215 1.01723
C 1.98995 4.36414 0.24536
C 3.42116 4.46014 0.81129
C 4.41254 3.52122 0.13637
C 2.01420 4.80660 -1.20431
O 2.36027 5.90742 -1.54420
N 1.60450 3.87887 -2.15884
C 1.10015 2.63082 -1.89682
O 0.74962 1.91497 -2.84005
N 0.98584 2.22360 -0.59073
C 1.47270 2.95328 0.43269
O 1.43865 2.48901 1.58917
H -1.01397 5.93963 1.15697
H -0.80964 4.28667 0.58179
H -0.47582 5.66267 -0.49367
H 1.11498 5.04914 2.07099
H 1.47417 6.32411 0.90849
H 3.35909 4.23662 1.87629
H 3.73618 5.49805 0.70362
H 4.11270 2.47730 0.25482
H 5.40271 3.62909 0.57883
H 4.51030 3.73349 -0.93248
H 1.65328 4.16994 -3.12538
N 1.53838 -1.36944 -3.79353
C 1.74433 -2.42033 -3.05708
N 1.39748 -2.41254 -1.74253
C 1.79093 -3.52813 -1.16655
C 1.66504 -3.81167 0.22969
C 2.15576 -4.99017 0.69280
C 2.76269 -5.92383 -0.19194
C 2.90046 -5.68278 -1.56386
C 2.43264 -4.48917 -2.04207
S 2.50475 -3.87501 -3.66202
H 1.13948 -0.53280 -3.36241
H 1.81853 -1.33554 -4.76317
H 1.19105 -3.08599 0.87577
H 2.08524 -5.22777 1.74569
H 3.13751 -6.85721 0.20983
H 3.37614 -6.40886 -2.20975
*
```

Here is 7 unconnected molecules or ions with the total composition C29H60FN3O30PS6 in a non-equilibrium geometry from the Open Molecules 2025 dataset. Energies are from the ωB97M-V functional and the def2-TZVPD basis.

The molar mass is 1173.16 Da. The value obtained for the calculated total energy is -6392.52432 hartree.

The geometry in ORCA input format:
```
! wB97M-V def2-TZVPD RIJCOSX def2/J DEFGRID3
* xyz -1 1
C 1.87507 0.15490 -1.75313
C 0.79879 1.23649 -1.55312
C -0.63344 0.69905 -1.86236
C -0.82329 0.65672 -3.38685
P -2.37191 -0.28286 -4.03475
C -1.50546 -1.94542 -3.63121
C -2.41122 -3.19547 -3.70899
C -2.81285 -3.59038 -2.27513
O -3.96254 -4.44151 -2.30314
C -4.71902 -4.39023 -1.10802
N -1.52232 -0.28181 -5.67787
C -2.40292 -0.52226 -6.80300
C -2.53342 -2.02207 -7.17116
O -3.00342 1.31910 -4.52355
C -3.61397 1.90086 -3.43973
C -4.45254 3.17988 -3.70599
C -3.72806 4.38131 -3.08706
F -4.50492 3.41413 -5.07272
C -4.32629 0.69926 -2.72172
O -4.91456 1.05156 -1.41340
N -4.13373 0.63385 -0.34635
O -4.76843 0.64891 0.64488
N -5.37407 0.00497 -3.47152
C -5.61143 -1.35309 -2.98062
C -6.59286 0.74322 -3.56089
C -7.71488 0.44005 -2.55320
O -6.81367 1.56923 -4.40597
O -3.28934 -0.19008 -2.53825
H 1.62105 -0.79569 -1.26799
H 2.01646 -0.00192 -2.82555
H 2.84542 0.49559 -1.36919
H 1.00308 1.99170 -2.32244
H 0.86736 1.71913 -0.57332
H -1.34155 1.35460 -1.34863
H -0.68344 -0.28244 -1.38022
H -0.77560 1.68242 -3.76699
H 0.04636 0.13574 -3.80025
H -3.39186 -1.01581 -4.71397
H -0.99865 -1.97265 -2.65643
H -0.72359 -2.06578 -4.37573
H -1.78076 -4.01879 -4.06974
H -3.27175 -3.10241 -4.37524
H -2.98095 -2.65749 -1.72580
H -1.96915 -4.16564 -1.87287
H -5.71162 -3.98845 -1.35384
H -4.26537 -3.75543 -0.34407
H -4.87672 -5.40965 -0.73684
H -1.02889 0.59495 -5.77405
H -3.40127 -0.06584 -6.71644
H -1.93294 -0.04497 -7.67657
H -2.52748 -2.15652 -8.25619
H -3.49274 -2.41829 -6.81543
H -1.75937 -2.59448 -6.65835
H -2.93261 2.21529 -2.62705
H -5.44002 3.15042 -3.24369
H -3.62013 4.14496 -2.02256
H -4.32620 5.28318 -3.16184
H -2.73708 4.51328 -3.52296
H -6.48397 -1.74278 -3.51140
H -4.79550 -2.03251 -3.20242
H -5.84578 -1.40595 -1.90821
H -8.13797 -0.53357 -2.82340
H -7.34644 0.35296 -1.53235
H -8.51389 1.16777 -2.66873
C 5.99904 1.91272 1.90655
C 6.88007 2.82931 1.08339
O 6.48708 2.58776 -0.27176
S 4.92413 2.22525 -0.32288
O 4.19347 3.39024 -0.65725
O 4.79227 1.01403 -1.05249
O 4.72419 1.94145 1.24325
H 6.36066 0.88232 1.89272
H 5.89986 2.24302 2.93637
H 7.93569 2.62672 1.21367
H 6.68106 3.87858 1.31250
C 4.84014 -4.15485 -1.43677
C 4.89057 -2.85687 -0.65870
O 3.55570 -2.35359 -0.71894
S 2.51983 -3.56750 -0.74911
O 2.04814 -3.79032 0.57313
O 1.65043 -3.39660 -1.84628
O 3.57300 -4.73442 -1.10000
H 4.85790 -3.97472 -2.51358
H 5.64900 -4.83058 -1.16977
H 5.58715 -2.13889 -1.08316
H 5.14278 -3.03044 0.39140
C 9.54269 0.73918 5.93380
C 8.31612 -0.05733 5.54784
O 7.64192 0.76843 4.58467
S 8.72366 1.59715 3.75159
O 8.97884 0.92244 2.53000
O 8.36218 2.96745 3.80082
O 9.97719 1.35677 4.71703
H 9.29640 1.52837 6.64679
H 10.33173 0.11495 6.34418
H 7.66810 -0.26509 6.39443
H 8.58445 -0.99605 5.05914
C 2.20384 -3.28677 4.73179
C 3.31991 -4.26320 4.44304
O 4.44891 -3.43773 4.12576
S 4.35344 -2.07872 4.97235
O 5.18009 -2.20813 6.12592
O 4.48534 -0.98624 4.07637
O 2.83582 -2.20042 5.43437
H 1.77197 -2.89434 3.81723
H 1.42006 -3.72651 5.34017
H 3.08819 -4.92749 3.61566
H 3.56952 -4.85480 5.32845
C 0.99735 -3.66023 10.11937
C 0.03571 -2.50298 10.28331
O 0.21057 -1.71956 9.09981
S 0.57244 -2.68337 7.86504
O -0.60996 -2.95471 7.13350
O 1.74873 -2.20285 7.23504
O 0.93660 -3.99137 8.72917
H 2.02156 -3.36425 10.35650
H 0.71988 -4.51899 10.72527
H 0.24444 -1.90823 11.16836
H -1.00038 -2.84811 10.31370
C -5.48524 7.86725 0.63903
C -5.98415 8.43845 -0.67054
O -4.80159 8.88299 -1.34239
S -3.57304 7.91910 -0.95643
O -3.41823 6.95052 -1.97559
O -2.50088 8.72561 -0.50200
O -4.26281 7.20675 0.30726
H -5.26294 8.65828 1.35922
H -6.18738 7.16420 1.07973
H -6.67620 9.26439 -0.52970
H -6.45677 7.66936 -1.28583
*
```